# 1
Here is a cluster of 3 separate species, C15H31ClN2O10PS2 in total from the OMol25 dataset. Energies are from ωB97M-V/def2-TZVPD.

Structure (XYZ):
```
62
Properties=species:S:1:pos:R:3:forces:R:3
C 3.872 -0.377 4.406 0.2 0.2 -0.1
C 4.400 0.561 3.314 0.2 -0.3 0.3
N 3.918 1.934 3.357 -0.2 -0.2 -0.3
C 2.618 2.310 2.771 0.0 0.1 0.4
P 2.965 4.139 2.489 0.1 -0.4 -0.2
O 1.451 4.704 2.222 0.2 0.0 -0.2
Cl 3.187 4.742 4.486 0.0 0.1 0.1
C 2.435 1.807 1.334 -0.1 0.1 -0.2
C 1.257 0.860 1.060 0.0 -0.3 -0.2
C 1.052 0.806 -0.457 0.5 -0.1 0.1
C 1.549 -0.566 1.564 0.1 0.1 0.0
N 0.040 1.452 1.681 0.6 0.4 0.2
O -0.461 2.423 1.023 -0.2 0.0 0.0
C 0.031 1.595 3.173 -0.3 -0.2 0.0
C -1.015 2.647 3.540 0.1 -0.1 0.3
C -0.438 0.253 3.802 -0.2 0.2 0.1
C 1.422 2.034 3.727 -0.1 -0.1 -0.1
H 2.830 -0.657 4.266 0.0 0.0 0.0
H 3.975 0.104 5.381 0.0 0.0 0.0
H 4.485 -1.279 4.423 -0.1 -0.1 0.0
H 5.487 0.597 3.429 0.0 0.1 0.0
H 4.231 0.120 2.334 0.0 0.1 -0.1
H 3.921 2.240 4.320 0.1 0.2 0.1
H 1.124 5.190 2.977 -0.4 0.2 0.3
H 2.276 2.665 0.668 0.0 0.0 0.0
H 3.344 1.327 0.975 0.1 0.1 0.0
H 0.897 1.795 -0.874 -0.2 0.0 0.0
H 1.972 0.403 -0.889 0.0 0.0 0.0
H 0.244 0.130 -0.725 -0.2 0.1 0.0
H 1.775 -1.212 0.719 0.1 0.0 -0.1
H 0.715 -1.020 2.076 -0.1 -0.1 0.0
H 2.412 -0.592 2.223 -0.1 0.0 0.1
H -1.979 2.406 3.098 0.0 0.1 -0.1
H -1.126 2.624 4.627 0.0 0.0 0.0
H -0.703 3.645 3.256 -0.1 0.0 -0.2
H -1.269 0.433 4.485 0.1 0.1 0.1
H -0.818 -0.419 3.040 0.0 -0.1 0.0
H 0.344 -0.242 4.373 0.1 -0.1 -0.1
H 1.743 1.289 4.453 0.1 0.0 -0.1
H 1.253 2.937 4.313 0.0 0.0 0.1
C -1.337 -3.856 -3.411 -0.2 0.0 0.1
C -1.460 -2.367 -3.652 0.1 0.0 -0.2
O -0.768 -1.782 -2.532 -0.1 -0.1 0.1
S 0.451 -2.710 -2.099 -0.2 -0.1 -0.2
O 1.655 -2.230 -2.673 0.2 0.0 0.0
O 0.356 -2.943 -0.703 0.1 0.1 0.2
O -0.001 -4.013 -2.898 0.0 0.1 -0.1
H -2.045 -4.206 -2.658 0.0 0.0 0.0
H -1.441 -4.438 -4.320 0.1 0.0 0.0
H -2.488 -2.023 -3.655 0.0 0.1 0.2
H -0.961 -2.067 -4.573 0.0 0.0 0.0
C -6.074 -1.314 -6.204 -0.1 0.1 -0.1
C -6.067 -2.506 -7.141 -0.1 -0.1 0.1
O -4.749 -2.479 -7.715 0.0 0.2 0.0
S -3.701 -1.942 -6.645 -0.3 -0.1 -0.1
O -3.070 -3.044 -6.008 0.1 -0.1 0.1
O -2.937 -0.910 -7.235 0.2 0.0 -0.1
O -4.759 -1.329 -5.621 0.0 -0.1 0.0
H -6.211 -0.374 -6.739 0.0 0.0 0.0
H -6.809 -1.402 -5.409 0.1 0.0 0.1
H -6.797 -2.424 -7.940 0.1 0.0 -0.1
H -6.202 -3.447 -6.605 0.0 0.0 0.0
```
Forces are in eV/Å.

Calculated values
HOMO level (alpha / beta): -0.2852 / -0.3136 hartree
max |F|: 0.01505 Eh/bohr
orbital gap (alpha / beta): 0.2940 / 0.3223 hartree
calculated total energy: -3049.897555 Eh
charge: 0
2S+1: 2
LUMO energy (alpha / beta): 0.24 / 0.24 eV

These are the Löwdin partial charges, in e, on atoms 1 to 5: atom 1 (C): -0.090, atom 2 (C): -0.269, atom 3 (N): -0.089, atom 4 (C): -0.588, atom 5 (P): 0.682

# 2
Here is a cluster of 2 separate species, C15H31ClN6O6PS in total from the OMol25 dataset. Energies are from ωB97M-V/def2-TZVPD.

Structure (XYZ):
```
61
Properties=species:S:1:pos:R:3:forces:R:3
C 1.260 -2.208 6.989 -0.1 -0.3 0.8
C 0.097 -1.109 6.649 0.8 0.9 0.3
C -0.626 -1.264 5.190 -0.8 0.7 0.4
C -0.965 -2.793 4.721 -0.5 0.3 1.1
N -0.959 -2.853 3.217 1.0 -0.6 1.0
N -1.661 -1.831 2.607 -1.0 0.3 -0.7
C -3.156 -1.785 2.978 -1.8 0.3 0.6
C -3.895 -3.269 2.743 0.3 -1.1 -7.9
O -3.984 -3.633 1.434 0.4 2.0 9.5
Cl -4.570 -4.280 4.152 1.1 1.7 -2.2
C -1.052 -1.006 1.699 -0.6 3.8 -3.3
N -1.838 0.080 1.004 5.2 -0.6 -1.3
C -0.916 0.783 0.050 0.5 -5.9 5.0
N 0.426 0.102 0.186 -5.2 3.7 -1.3
C 1.562 0.572 -0.680 2.2 -0.3 -0.1
C 1.195 1.394 -2.032 0.2 0.0 -1.5
O 0.726 2.801 -1.802 -1.5 -2.2 -0.6
C 0.238 0.576 -3.116 0.0 -0.3 -1.2
N -0.030 -0.861 -2.725 0.1 0.6 0.0
N 0.370 -0.917 1.169 -1.9 0.7 1.0
P 1.756 -1.912 1.669 2.5 -5.0 1.4
O 1.971 -2.004 3.432 1.4 2.3 -3.3
O 3.308 -1.452 1.053 -2.1 -0.4 1.0
S 1.475 -3.789 1.111 -0.1 1.8 0.1
H 1.955 -2.487 6.086 -1.6 0.6 1.6
H 1.968 -1.785 7.841 -1.6 -0.9 -1.8
H 0.763 -3.199 7.425 1.2 2.1 -1.1
H 0.637 -0.044 6.638 -1.3 -2.3 0.0
H -0.681 -1.040 7.552 1.6 -0.4 -2.1
H -0.026 -0.624 4.384 -1.1 -1.8 1.7
H -1.678 -0.706 5.283 2.3 -1.1 -0.2
H -0.233 -3.619 5.112 -1.2 1.8 -0.9
H -2.031 -3.067 5.184 2.2 0.5 -1.0
H -1.165 -3.796 2.828 0.0 1.1 0.2
H -3.337 -1.482 4.104 0.9 -0.6 -2.3
H -3.781 -1.041 2.331 1.5 -1.4 1.0
H -1.312 1.646 -0.631 1.4 -2.0 1.4
H 2.160 -0.400 -1.032 -1.2 2.3 0.9
H 2.234 1.283 -0.004 -1.2 -1.7 -1.5
H 2.227 1.540 -2.618 -2.1 -0.4 1.7
H -0.237 2.865 -2.118 2.2 -0.2 0.5
H -0.806 1.103 -3.265 2.1 -0.9 0.5
H 0.751 0.582 -4.194 -1.0 0.5 2.4
H 0.788 -1.489 -2.891 -1.3 0.8 -0.2
H -0.908 -1.238 -3.153 1.5 0.5 0.4
H 2.900 -1.641 3.660 -2.0 -0.6 -0.5
H 3.824 -2.298 0.802 -1.6 1.4 0.6
O 0.106 0.970 -7.198 0.5 2.2 1.0
C 0.371 2.151 -6.975 -0.6 -1.7 -0.8
O 0.283 2.646 -5.721 0.1 -0.5 0.3
C 0.761 3.943 -5.322 -0.1 0.3 -0.1
C -0.294 5.006 -5.565 -0.1 0.0 -0.2
C 0.700 3.085 -8.102 0.6 0.0 -0.3
H 1.714 4.180 -5.803 -0.2 -0.1 -0.1
H 0.964 3.881 -4.247 0.0 -0.3 -0.2
H -0.538 5.095 -6.627 0.1 0.0 0.1
H 0.050 5.980 -5.206 0.0 -0.1 0.0
H -1.222 4.748 -5.047 0.1 0.0 0.0
H -0.228 3.480 -8.526 0.1 0.0 0.1
H 1.236 2.524 -8.873 -0.3 0.0 0.1
H 1.354 3.906 -7.814 -0.2 0.1 0.0
```
Forces are in eV/Å.

Calculated values
HOMO level: -0.4363 hartree
max |F|: 0.18865 Eh/bohr
orbital gap: 0.2931 hartree
calculated total energy: -2569.309630 Eh
charge: +1
LUMO energy: -3.90 eV

These are the Löwdin partial charges, in e, on atoms 1 to 5: atom 1 (C): -0.153, atom 2 (C): -0.250, atom 3 (C): -0.202, atom 4 (C): -0.174, atom 5 (N): -0.069

# 3
Here is a structure of composition C15H31F5OP2PdTe from the OMol25 dataset. Energies are from ωB97M-V/def2-TZVPD.

Structure (XYZ):
```
56
Properties=species:S:1:pos:R:3:forces:R:3
P 0.261 3.186 0.490 1.7 -2.3 -0.9
P -0.445 -2.082 1.847 -1.0 0.9 0.5
C -0.513 -0.142 -0.162 -0.7 -0.4 -0.4
C -1.392 -1.057 0.636 1.0 0.9 0.0
H 0.269 -0.512 -0.844 -0.5 -0.9 0.7
H -1.007 0.590 -0.783 -0.8 0.2 0.0
H -2.152 -0.432 1.148 0.4 -0.6 0.1
H -1.918 -1.680 -0.063 -0.6 -0.7 -0.3
C 0.334 -3.454 0.931 0.1 0.6 0.4
H 0.924 -3.995 1.679 0.1 0.1 -0.3
H 0.944 -3.072 0.108 0.2 -0.2 0.4
H -0.412 -4.115 0.526 -0.4 -0.3 -0.2
C -1.861 -2.817 2.737 0.6 -0.3 -0.1
H -2.038 -3.803 2.240 -0.1 0.6 0.7
H -2.744 -2.151 2.582 0.7 -0.6 0.5
H -1.533 -2.920 3.808 -0.7 0.0 -0.8
C 1.567 3.880 -0.645 -0.4 0.6 -0.2
H 1.873 4.829 -0.187 0.3 -0.2 -0.4
H 1.151 4.068 -1.660 0.4 0.0 0.7
H 2.396 3.143 -0.703 -0.5 0.8 0.2
C -1.491 3.406 0.032 -0.4 0.1 0.3
H -2.047 2.442 0.035 0.5 0.6 0.1
H -1.592 3.903 -0.945 0.1 -0.2 0.3
H -1.879 4.080 0.821 -0.2 -0.4 -0.5
Pd 1.179 0.973 0.045 -0.2 2.6 2.9
C -0.653 -1.207 -2.790 1.0 -1.6 0.1
C 0.602 -1.597 -2.450 -1.2 -0.4 -1.3
C 1.863 -1.274 -3.221 0.4 -0.4 0.4
C 1.926 0.145 -3.818 0.1 -0.4 0.4
C 1.477 1.160 -2.778 -0.3 1.0 -0.7
C 0.222 1.652 -2.702 0.9 0.3 -0.8
C -0.929 1.222 -3.571 -0.8 -0.1 -0.1
C -1.049 -0.302 -3.915 -0.4 0.4 -0.3
C 0.590 1.662 2.150 -0.5 2.1 0.5
H -1.497 -1.685 -2.257 0.6 0.6 0.0
H 0.746 -2.271 -1.589 -0.3 0.3 -0.7
H 2.022 -2.052 -4.005 -0.1 0.5 0.4
H 2.711 -1.387 -2.516 -0.3 0.0 -0.3
H 2.977 0.339 -4.079 -0.4 0.1 0.0
H 1.341 0.179 -4.751 0.2 0.3 0.5
H 2.281 1.675 -2.228 -0.3 -0.3 -0.1
H 0.017 2.550 -2.107 0.1 -0.7 -0.1
H -0.964 1.790 -4.532 0.3 -0.2 0.6
H -1.852 1.534 -3.043 0.3 -0.2 -0.2
H -2.121 -0.492 -4.102 0.5 0.1 -0.2
H -0.517 -0.513 -4.863 -0.2 0.0 0.6
H -0.422 1.414 2.485 0.0 -0.3 -0.7
H 0.622 2.798 2.410 0.0 -1.0 0.4
H 1.251 1.302 2.958 0.6 -0.5 -1.1
F -0.533 -2.919 5.632 -0.4 -0.4 0.0
Te 0.371 -1.232 6.145 1.0 -0.2 -0.6
F 1.133 0.349 6.989 -0.1 0.4 0.4
F 1.811 -2.263 7.017 -0.3 -0.1 0.2
F -1.181 -0.181 5.509 -0.5 0.2 0.1
F -0.617 -1.452 7.730 0.3 0.1 -0.3
O 0.494 -1.208 2.618 -0.2 -0.6 -0.5
```
Forces are in eV/Å.

Calculated values
HOMO level (alpha / beta): -0.2755 / -0.2755 hartree
max |F|: 0.07561 Eh/bohr
orbital gap (alpha / beta): 0.2147 / 0.1614 hartree
calculated total energy: -2243.059402 Eh
charge: 0
energy above the lowest of the compared OMol25 structures with the same formula, charge and spin: 373.8 kJ/mol
2S+1: 3
LUMO energy (alpha / beta): -1.65 / -3.10 eV

These are the Löwdin partial charges, in e, on atoms 1 to 5: atom 1 (P): 0.949, atom 2 (P): 0.604, atom 3 (C): -0.291, atom 4 (C): -0.302, atom 5 (H): -0.016

# 4
Here is a structure of composition C15H31FN2O2SSb from the OMol25 dataset. Energies are from ωB97M-V/def2-TZVPD.

Structure (XYZ):
```
53
Properties=species:S:1:pos:R:3:forces:R:3
C -2.828 -2.675 1.585 0.1 0.0 -0.1
C -3.474 -2.623 0.230 0.4 -0.1 0.2
O -4.389 -3.351 -0.065 -0.3 0.0 -0.1
N -2.939 -1.637 -0.674 -0.9 0.0 -0.3
C -4.056 -0.852 -1.248 0.4 0.0 0.1
C -2.168 -2.346 -1.708 0.5 0.0 0.0
C -1.653 -1.447 -2.832 0.0 0.0 0.2
C -1.043 -0.112 -2.382 0.2 0.3 -0.4
C 0.489 -0.125 -2.200 -0.2 -0.2 0.2
Sb 1.144 0.098 -0.102 -0.3 -0.3 -1.7
C 0.885 -2.058 0.290 0.5 0.4 0.0
C 1.578 2.266 -0.297 -0.1 0.3 0.5
C 0.481 3.192 0.246 0.2 0.0 -0.3
C 0.883 4.094 1.410 -0.4 -0.1 0.1
C 1.274 3.374 2.685 0.1 0.3 0.1
O 2.676 3.107 2.650 0.0 0.1 0.1
N 1.719 0.234 2.112 0.8 0.2 -0.3
C 0.901 -0.154 2.848 -0.5 -0.1 0.9
S -0.244 -0.644 3.873 -0.3 -0.1 0.2
C 3.271 -0.266 -0.675 0.0 0.4 0.8
C 4.216 -0.384 0.502 0.0 -0.1 -0.5
F 3.395 -1.425 -1.467 0.0 0.0 -0.1
H -3.590 -2.420 2.321 0.0 0.1 0.1
H -2.516 -3.695 1.797 0.1 -0.1 0.0
H -1.999 -1.980 1.660 0.0 0.0 0.1
H -4.350 -1.195 -2.239 -0.1 -0.1 -0.1
H -3.751 0.192 -1.308 0.1 0.1 -0.2
H -4.922 -0.897 -0.595 -0.1 -0.1 0.0
H -2.749 -3.169 -2.142 -0.2 0.0 0.0
H -1.301 -2.804 -1.229 0.0 0.0 0.2
H -0.880 -2.021 -3.346 0.0 -0.1 -0.1
H -2.438 -1.291 -3.573 -0.2 0.1 0.1
H -1.526 0.240 -1.471 -0.1 -0.1 0.1
H -1.296 0.631 -3.144 0.0 0.0 0.0
H 0.955 0.642 -2.818 0.1 0.1 0.1
H 0.881 -1.077 -2.560 0.2 -0.1 0.1
H -0.489 0.484 0.424 0.0 0.0 0.2
H -0.122 -2.276 0.630 0.0 0.0 0.0
H 1.137 -2.579 -0.632 -0.1 -0.1 -0.1
H 1.615 -2.350 1.043 -0.1 -0.1 0.1
H 2.527 2.490 0.190 0.1 -0.1 0.0
H 1.695 2.436 -1.367 0.1 -0.2 -0.1
H -0.401 2.601 0.523 -0.1 0.0 0.2
H 0.143 3.853 -0.557 -0.1 0.0 -0.1
H 1.697 4.762 1.127 0.1 0.0 0.0
H 0.026 4.733 1.646 0.0 0.0 0.0
H 1.055 4.013 3.550 0.0 0.0 0.0
H 0.692 2.459 2.800 0.0 -0.1 0.0
H 2.882 2.570 3.420 0.0 -0.2 -0.1
H 3.559 0.603 -1.273 0.0 -0.1 -0.3
H 5.229 -0.567 0.133 0.1 -0.1 0.1
H 4.215 0.548 1.062 -0.1 0.0 0.2
H 3.905 -1.202 1.147 0.1 0.0 0.2
```
Forces are in eV/Å.

Calculated values
HOMO level: -0.1573 hartree
max |F|: 0.03499 Eh/bohr
orbital gap: 0.2682 hartree
calculated total energy: -1588.372385 Eh
charge: -1
LUMO energy: 3.02 eV

These are the Löwdin partial charges, in e, on atoms 1 to 5: atom 1 (C): 0.002, atom 2 (C): -0.495, atom 3 (O): 0.084, atom 4 (N): -0.123, atom 5 (C): -0.061